1.
{"formula": "C45H84NO10P", "method": "ωB97M-V/def2-TZVPD", "lumo_ha": 0.00856, "homo_energy_ev": -8.2, "smiles": "[H]/N=C(/C)CPCCOCCOc1ccc(C(C)(C)CC(C)(C)C)cc1.CC(C)=O.CC(C)=O.CC(C)=O.CC(C)=O.CC(C)=O.CC(C)=O.CC(C)=O.CC(C)=O", "e_tot_ev": -79272.564, "species": ["C", "C", "N", "C", "P", "C", "C", "O", "C", "C", "O", "C", "C", "C", "C", "C", "C", "C", "C", "C", "C", "C", "C", "C", "C", "H", "H", "H", "H", "H", "H", "H", "H", "H", "H", "H", "H", "H", "H", "H", "H", "H", "H", "H", "H", "H", "H", "H", "H", "H", "H", "H", "H", "H", "H", "H", "H", "H", "H", "H", "H", "C", "C", "O", "C", "H", "H", "H", "H", "H", "H", "C", "C", "O", "C", "H", "H", "H", "H", "H", "H", "C", "C", "O", "C", "H", "H", "H", "H", "H", "H", "C", "C", "O", "C", "H", "H", "H", "H", "H", "H", "C", "C", "O", "C", "H", "H", "H", "H", "H", "H", "C", "C", "O", "C", "H", "H", "H", "H", "H", "H", "C", "C", "O", "C", "H", "H", "H", "H", "H", "H", "C", "C", "O", "C", "H", "H", "H", "H", "H", "H"], "xyz": [[2.31, -1.86, 0.26], [3.18, -2.27, -1.01], [4.37, -2.81, -0.79], [2.74, -2.06, -2.54], [1.16, -0.97, -2.69], [1.74, 0.86, -2.57], [0.93, 1.49, -1.32], [0.54, 2.88, -1.50], [-0.44, 3.03, -2.56], [-1.38, 4.32, -2.40], [-1.98, 4.46, -1.09], [-2.94, 3.44, -0.82], [-2.45, 2.18, -0.05], [-3.42, 0.99, 0.24], [-4.93, 1.01, -0.23], [-5.79, -0.30, 0.10], [-6.05, -0.27, 1.72], [-4.84, -1.57, -0.16], [-7.23, -0.37, -0.58], [-7.27, -0.85, -2.11], [-8.76, -0.43, -2.67], [-7.22, -2.47, -2.30], [-6.22, -0.13, -3.09], [-5.42, 2.28, -0.95], [-4.43, 3.48, -1.24], [3.00, -1.83, 1.19], [1.87, -0.81, 0.16], [1.44, -2.59, 0.47], [4.79, -3.02, -1.72], [2.42, -3.09, -2.95], [3.58, -1.62, -3.18], [0.62, -1.15, -4.02], [2.88, 0.94, -2.42], [1.47, 1.34, -3.58], [1.56, 1.41, -0.36], [-0.04, 0.89, -1.12], [0.14, 3.18, -3.55], [-1.05, 2.06, -2.71], [-0.70, 5.24, -2.55], [-2.16, 4.32, -3.25], [-1.37, 2.09, 0.33], [-2.97, 0.10, 0.81], [-6.53, 0.73, 2.02], [-6.80, -1.11, 1.98], [-5.06, -0.37, 2.27], [-5.50, -2.53, -0.12], [-4.34, -1.57, -1.20], [-4.04, -1.73, 0.67], [-7.69, 0.69, -0.55], [-7.93, -1.06, 0.02], [-9.35, 0.08, -1.83], [-9.36, -1.38, -2.93], [-8.71, 0.18, -3.64], [-7.53, -3.03, -1.36], [-7.77, -2.80, -3.25], [-6.10, -2.70, -2.51], [-6.36, -0.49, -4.18], [-6.51, 1.00, -3.12], [-5.14, -0.17, -2.73], [-6.50, 2.37, -1.31], [-4.77, 4.42, -1.80], [-5.01, -6.66, -1.13], [-5.12, -5.72, 0.05], [-5.62, -4.62, -0.07], [-4.58, -6.20, 1.37], [-5.44, -6.18, -2.01], [-3.96, -6.89, -1.33], [-5.57, -7.58, -0.93], [-3.51, -6.41, 1.28], [-5.12, -7.10, 1.68], [-4.73, -5.43, 2.12], [4.34, 1.75, 2.76], [4.04, 1.59, 1.30], [3.14, 0.87, 0.91], [4.91, 2.34, 0.32], [3.64, 1.15, 3.34], [5.35, 1.41, 2.98], [4.22, 2.80, 3.05], [5.95, 2.02, 0.43], [4.82, 3.41, 0.50], [4.58, 2.13, -0.70], [-0.06, 3.61, 4.56], [1.15, 3.85, 3.71], [2.26, 3.52, 4.08], [0.94, 4.51, 2.37], [0.24, 3.13, 5.50], [-0.54, 4.56, 4.80], [-0.76, 2.95, 4.04], [0.50, 5.50, 2.51], [0.28, 3.89, 1.75], [1.90, 4.61, 1.87], [6.16, -3.03, 2.46], [7.59, -3.50, 2.46], [8.50, -2.77, 2.83], [7.86, -4.91, 2.00], [6.12, -2.00, 2.82], [5.77, -3.06, 1.44], [5.56, -3.66, 3.12], [7.54, -5.02, 0.96], [7.34, -5.62, 2.64], [8.93, -5.11, 2.06], [-0.22, -7.13, 2.21], [-0.53, -7.27, 0.74], [-1.45, -7.97, 0.36], [0.33, -6.51, -0.23], [-0.92, -7.73, 2.79], [0.80, -7.48, 2.40], [-0.32, -6.08, 2.51], [1.37, -6.84, -0.14], [0.25, -5.44, -0.04], [-0.01, -6.71, -1.25], [7.11, 2.17, -3.77], [5.62, 2.35, -3.71], [4.90, 1.57, -3.10], [5.03, 3.52, -4.45], [7.39, 1.28, -3.20], [7.43, 2.03, -4.80], [7.60, 3.03, -3.32], [5.26, 3.45, -5.51], [5.43, 4.45, -4.03], [3.95, 3.53, -4.32], [2.87, 6.67, -2.29], [3.42, 7.17, -3.60], [3.69, 6.40, -4.50], [3.61, 8.65, -3.75], [2.78, 5.58, -2.32], [3.54, 6.95, -1.47], [1.88, 7.10, -2.11], [4.32, 9.02, -3.00], [2.65, 9.17, -3.64], [4.01, 8.87, -4.75], [0.23, -1.24, 7.80], [0.55, 0.10, 7.20], [-0.13, 1.08, 7.44], [1.75, 0.19, 6.29], [-0.66, -1.15, 8.43], [0.02, -1.96, 7.01], [1.07, -1.58, 8.41], [1.60, -0.47, 5.43], [2.65, -0.09, 6.83], [1.86, 1.21, 5.93]], "mulliken_charge": [-0.143, 0.552, -0.607, -0.789, -0.076, 0.179, -0.156, -0.152, -0.436, -0.619, -0.390, -0.171, 0.027, -0.465, -0.094, 2.197, -1.555, -1.119, -1.901, 2.104, -1.345, -1.368, -1.493, -0.315, -0.788, 0.084, -0.236, 0.168, 0.227, 0.423, 0.327, 0.035, -0.203, 0.491, -0.421, 0.486, 0.244, 0.351, 0.242, 0.356, 0.438, 0.133, 0.367, 0.365, 0.343, 0.175, 0.093, 0.487, 0.417, 0.327, 0.299, 0.308, 0.331, 0.161, 0.476, 0.247, 0.423, 0.344, 0.207, 0.294, 0.299, -1.093, 0.747, -0.521, -0.824, 0.269, 0.285, 0.361, 0.021, 0.345, 0.303, -1.282, 0.837, -0.527, -0.768, 0.135, 0.446, 0.372, 0.417, 0.371, -0.087, -1.024, 0.838, -0.559, -0.675, 0.232, 0.384, 0.241, 0.440, -0.068, 0.206, -0.469, 0.691, -0.571, -1.068, 0.194, 0.005, 0.335, 0.291, 0.310, 0.302, -1.190, 0.881, -0.560, -1.024, 0.290, 0.424, 0.314, 0.365, 0.202, 0.317, -1.233, 0.781, -0.474, -0.995, 0.308, 0.374, 0.321, 0.408, 0.261, 0.187, -0.828, 0.826, -0.539, -1.187, 0.079, 0.359, 0.325, 0.328, 0.337, 0.314, -1.143, 0.794, -0.543, -0.827, 0.310, 0.310, 0.320, 0.294, 0.378, 0.108]}

2.
{"formula": "C28H30AuBrN5O2", "method": "ωB97M-V/def2-TZVPD", "lumo_ha": -0.18849, "total_charge": 1, "homo_energy_ev": -10.3, "e_tot_ev": -114793.382, "species": ["Au", "O", "C", "C", "C", "C", "C", "C", "C", "O", "N", "N", "C", "C", "Br", "C", "C", "C", "C", "C", "C", "C", "H", "H", "H", "H", "H", "H", "H", "H", "H", "H", "H", "H", "H", "H", "N", "C", "C", "N", "C", "H", "H", "H", "H", "C", "N", "C", "C", "C", "C", "C", "C", "C", "C", "H", "H", "H", "H", "H", "H", "H", "H", "H", "H", "H", "H"], "xyz": [[0.26, 0.36, -0.67], [-0.68, 4.94, -0.28], [0.10, 5.13, 0.81], [0.12, 6.40, 1.37], [0.87, 6.67, 2.49], [1.63, 5.67, 3.09], [1.63, 4.40, 2.53], [0.87, 4.11, 1.40], [0.90, 2.68, 0.88], [0.30, 2.51, -0.34], [0.25, 1.84, 1.93], [-0.31, 0.71, 1.49], [-1.26, 0.12, 2.10], [-1.86, -1.11, 1.64], [-0.84, -2.09, 0.35], [-3.07, -1.52, 2.02], [-3.81, -2.73, 1.65], [-3.22, -3.99, 1.60], [-3.97, -5.11, 1.28], [-5.32, -4.98, 0.98], [-5.92, -3.73, 1.04], [-5.18, -2.62, 1.39], [-0.56, 4.03, -0.59], [-0.47, 7.17, 0.88], [0.87, 7.67, 2.91], [2.22, 5.87, 3.97], [2.22, 3.62, 2.98], [1.95, 2.37, 0.85], [-0.18, 2.31, 2.72], [-1.67, 0.55, 3.02], [-3.60, -0.84, 2.68], [-2.17, -4.11, 1.85], [-3.50, -6.09, 1.27], [-5.90, -5.86, 0.73], [-6.98, -3.63, 0.81], [-5.66, -1.65, 1.44], [4.60, -0.32, -0.78], [4.44, -0.71, 0.52], [3.11, -0.61, 0.79], [2.47, -0.16, -0.35], [3.39, 0.00, -1.28], [5.47, -0.28, -1.29], [5.27, -1.01, 1.14], [2.58, -0.82, 1.70], [3.21, 0.35, -2.28], [-2.45, 2.11, -2.28], [-1.65, 2.72, -3.32], [-2.32, 2.98, -4.57], [-0.25, 2.37, -3.35], [-0.02, 0.88, -3.63], [-0.14, 0.40, -4.94], [0.02, -0.94, -5.24], [0.33, -1.85, -4.23], [0.46, -1.40, -2.93], [0.25, -0.06, -2.65], [-3.35, 2.70, -2.12], [-1.89, 2.09, -1.35], [-2.76, 1.08, -2.52], [-3.25, 3.53, -4.37], [-2.59, 2.06, -5.12], [-1.69, 3.59, -5.21], [0.21, 2.64, -2.41], [0.23, 2.94, -4.14], [-0.35, 1.11, -5.73], [-0.08, -1.28, -6.26], [0.46, -2.90, -4.45], [0.72, -2.11, -2.15]], "mulliken_charge": [0.830, -0.673, 0.270, -0.575, -0.402, -0.756, -0.405, -0.276, 0.684, -0.323, -0.147, -0.026, -0.356, 0.211, -0.018, -0.693, 0.511, -0.328, -0.677, -0.433, -0.548, -0.467, 0.352, 0.429, 0.393, 0.402, 0.390, 0.088, 0.470, 0.396, 0.402, 0.510, 0.387, 0.390, 0.388, 0.398, -0.055, -0.488, -0.638, 0.213, -0.596, 0.221, 0.411, 0.441, 0.518, -0.771, 0.324, -1.000, -1.566, 1.437, -0.525, -0.817, -0.868, -0.716, 0.596, 0.478, -0.085, 0.285, 0.324, 0.346, 0.327, -0.043, 0.658, 0.511, 0.416, 0.438, 0.424]}

3.
{"formula": "C39H43AsGe2NO5W", "method": "ωB97M-V/def2-TZVPD", "lumo_ha": [-0.46928, -0.54100], "total_charge": 4, "homo_energy_ev": [-19.3, -19.3], "multiplicity": 2, "e_tot_ev": -228521.836, "s_squared": 0.7628, "species": ["W", "O", "C", "C", "N", "C", "C", "O", "O", "C", "C", "O", "O", "H", "H", "H", "H", "H", "H", "H", "H", "H", "C", "Ge", "C", "C", "Ge", "C", "C", "C", "C", "C", "C", "C", "C", "C", "C", "C", "C", "H", "H", "H", "H", "H", "H", "H", "H", "H", "H", "H", "H", "H", "H", "H", "H", "H", "H", "H", "C", "C", "C", "C", "C", "C", "As", "C", "C", "C", "C", "C", "C", "C", "C", "C", "C", "C", "C", "H", "H", "H", "H", "H", "H", "H", "H", "H", "H", "H", "H", "H", "H", "H"], "xyz": [[-1.30, 0.48, -0.79], [0.66, 2.74, -1.14], [0.06, 4.02, -1.40], [-1.11, 4.27, -0.46], [-2.17, 3.24, -0.56], [-2.89, 3.31, -1.87], [-2.75, 1.86, -2.16], [-3.48, 0.99, -1.74], [-1.46, 1.45, -2.44], [-3.04, 3.13, 0.59], [-3.46, 1.72, 0.96], [-4.40, 1.29, 1.48], [-2.33, 0.71, 0.71], [1.50, 2.73, -1.62], [-0.24, 4.08, -2.45], [0.78, 4.82, -1.23], [-1.52, 5.26, -0.69], [-0.76, 4.29, 0.57], [-2.39, 3.95, -2.59], [-3.94, 3.59, -1.78], [-3.96, 3.71, 0.52], [-2.50, 3.47, 1.47], [-1.64, -3.75, -1.69], [-2.41, -1.93, -1.66], [-3.89, -1.92, -0.38], [-2.84, -1.47, -3.51], [0.39, -1.50, -0.94], [0.83, -2.90, 0.32], [-0.05, -3.30, 1.33], [0.24, -4.44, 2.12], [1.45, -5.12, 1.95], [2.35, -4.67, 1.01], [2.04, -3.56, 0.19], [1.04, -1.72, -2.74], [0.91, -0.66, -3.65], [1.30, -0.82, -4.97], [1.81, -2.03, -5.40], [1.94, -3.09, -4.50], [1.56, -2.94, -3.18], [-2.48, -4.24, -2.19], [-1.52, -4.20, -0.71], [-0.75, -3.88, -2.30], [-4.12, -2.98, -0.19], [-4.74, -1.45, -0.86], [-3.70, -1.43, 0.57], [-3.92, -1.63, -3.59], [-2.32, -2.17, -4.16], [-2.61, -0.46, -3.83], [-1.01, -2.81, 1.47], [-0.50, -4.78, 2.83], [1.68, -6.00, 2.54], [3.29, -5.17, 0.87], [2.78, -3.25, -0.53], [0.53, 0.30, -3.34], [1.20, 0.01, -5.66], [2.11, -2.16, -6.43], [2.34, -4.04, -4.84], [1.65, -3.80, -2.52], [0.51, 5.16, 3.34], [-0.45, 4.22, 3.67], [-0.47, 2.99, 3.02], [0.46, 2.71, 2.02], [1.45, 3.66, 1.71], [1.47, 4.87, 2.38], [0.53, 1.01, 1.14], [2.35, 0.67, 0.63], [3.37, 0.71, 1.58], [4.67, 0.43, 1.20], [4.96, 0.13, -0.13], [3.96, 0.12, -1.09], [2.65, 0.41, -0.71], [0.13, -0.34, 2.51], [-1.04, -0.37, 3.26], [-1.23, -1.30, 4.30], [-0.26, -2.23, 4.61], [0.91, -2.24, 3.86], [1.11, -1.30, 2.81], [0.54, 6.11, 3.86], [-1.17, 4.43, 4.45], [-1.21, 2.26, 3.33], [2.20, 3.45, 0.97], [2.24, 5.60, 2.15], [3.16, 0.96, 2.62], [5.47, 0.47, 1.93], [5.99, -0.08, -0.42], [4.19, -0.07, -2.13], [1.91, 0.55, -1.48], [-1.85, 0.31, 3.07], [-2.16, -1.26, 4.87], [-0.39, -2.93, 5.43], [1.72, -2.91, 4.11], [2.06, -1.32, 2.30]], "mulliken_charge": [1.049, -0.188, -0.842, -0.301, 0.208, -0.915, 0.356, -0.389, -0.491, -0.500, 0.410, -0.354, 0.170, 0.172, 0.428, 0.640, 0.384, -0.150, 0.501, 0.486, 0.459, 0.119, -1.411, 1.514, -1.313, -1.342, -1.595, 0.797, 0.274, -1.068, -0.853, -0.814, -0.377, 2.624, -0.235, -1.197, -0.759, -0.818, -0.459, 0.631, 0.400, 0.417, 0.596, 0.437, 0.255, 0.455, 0.436, 0.386, 0.889, 0.584, 0.526, 0.547, 0.588, 0.249, 0.517, 0.456, 0.487, 0.550, -0.761, -0.763, -0.314, 0.905, -0.542, -0.774, 0.657, 0.943, -0.644, -0.807, -0.854, -1.156, -1.016, 1.814, -0.135, -0.999, -0.901, -0.788, -0.920, 0.475, 0.540, 0.436, 0.452, 0.507, 0.610, 0.507, 0.509, 0.577, 0.727, 0.107, 0.559, 0.565, 0.675, 0.187]}

What is the formula in the third record? C39H43AsGe2NO5W